A cluster of 2 separate species, C17H27S3 in total in a non-equilibrium geometry. Source: the Open Molecules 2025 dataset; level of theory: the ωB97M-V functional and the def2-TZVPD basis.

F_max = 1.29 eV/Å
Spin multiplicity = 1
Charge = +1
Electronic energy = -50566.5932 eV
Lowest unoccupied orbital energy = -5.1 eV
Orbital gap = 6.24 eV
HOMO = -11.32 eV

Structure (XYZ):
```
47
C17H27S3 | the Open Molecules 2025 dataset | the ωB97M-V functional and the def2-TZVPD basis
C 4.4001 -1.1577 1.9970
C 2.9013 -0.8725 2.1827
C 2.6242 0.5318 2.7264
C 1.1501 0.9073 2.9204
S 0.1727 1.3125 1.4326
C -1.4953 1.1832 2.1262
C -2.2363 -0.1371 1.9069
C -3.6437 -0.0311 2.5039
C -4.5289 -1.2503 2.2835
H 4.5483 -2.1713 1.6083
H 4.8560 -0.4564 1.2875
H 4.9392 -1.0861 2.9499
H 2.3760 -1.0108 1.2266
H 2.4895 -1.6060 2.8907
H 3.0899 0.5874 3.7238
H 3.1206 1.2787 2.0892
H 0.6102 0.0662 3.3807
H 1.0987 1.7955 3.5717
H -1.4155 1.3807 3.2035
H -2.0726 2.0015 1.6660
H -2.2895 -0.3580 0.8328
H -1.6835 -0.9558 2.3887
H -3.5406 0.1546 3.5812
H -4.1303 0.8555 2.0751
H -5.5068 -1.0754 2.7397
H -4.6847 -1.4391 1.2176
H -4.0984 -2.1434 2.7447
C -2.5734 4.2197 -1.8682
C -1.1948 4.3168 -2.1083
C -0.3194 4.4419 -1.0413
C -0.8028 4.4382 0.2782
C 0.1252 4.4422 1.4053
S -0.4002 4.6188 3.0427
C 1.1488 5.3226 3.7513
C 2.3237 4.8512 2.9178
S 1.8182 4.6497 1.1608
C -2.1956 4.4495 0.5057
C -3.0729 4.2979 -0.5632
H -3.2599 4.0883 -2.7027
H -0.8071 4.2944 -3.1293
H 0.7503 4.5771 -1.2175
H 1.0786 6.4178 3.7717
H 1.2030 4.9552 4.7825
H 3.1495 5.5741 2.9389
H 2.6862 3.8681 3.2451
H -2.5686 4.6261 1.5103
H -4.1461 4.2501 -0.3726
```